(1)
Computed, not measured: 2 unconnected molecules or ions with the total composition C3H10S2, with ωB97M-V/def2-TZVPD.

Each atom is followed by the atoms it is bonded to, with distances in Å.
Positions of all 15 atoms, in Å:
1 S -1.83 -0.92 -3.38  S2 2.188, H3 1.304
2 S -3.02 0.74 -4.16  S1 2.188, H4 1.442
3 H -2.46 -0.84 -2.24  S1 1.304
4 H -2.10 1.84 -4.13  S2 1.442
5 C 2.06 -0.43 1.39  C6 1.557, H8 1.034, H9 1.131, H10 1.162
6 C 0.75 -0.21 0.57  C5 1.557, C7 1.611, H11 1.119, H12 1.099
7 C -0.35 0.37 1.61  C6 1.611, H13 1.175, H14 1.093, H15 1.143
8 H 2.55 0.44 1.66  C5 1.034
9 H 2.88 -0.95 0.80  C5 1.131
10 H 1.91 -1.12 2.31  C5 1.162
11 H 0.31 -1.18 0.22  C6 1.119
12 H 0.95 0.57 -0.17  C6 1.099
13 H -1.16 0.94 0.99  C7 1.175
14 H -0.76 -0.35 2.32  C7 1.093
15 H 0.27 1.11 2.21  C7 1.143

Results
Kohn-Sham gap = 9.44 eV
total charge = 0
HOMO = -9.58 eV
SMILES = CCC.SS
E_LUMO = -0.141 eV

(2)
Computed, not measured: 2 unconnected molecules or ions with the total composition C3H10S3, with ωB97M-V/def2-TZVPD.

Each atom is followed by the atoms it is bonded to, with distances in Å.
Positions of all 16 atoms, in Å:
1 C 0.90 2.53 0.46  S2 1.809, H4 1.086, H5 1.086, H6 1.092
2 S 0.70 2.24 2.23  C1 1.809, S3 2.007
3 S -1.17 2.75 2.77  S2 2.007, H7 1.346
4 H 0.28 2.00 -0.26  C1 1.086
5 H 1.95 2.29 0.33  C1 1.086
6 H 0.68 3.59 0.31  C1 1.092
7 H -1.88 1.79 2.15  S3 1.346
8 C -0.29 -3.88 -4.10  C9 1.531, H11 1.100, H12 1.095, H13 1.085
9 C -0.77 -3.25 -2.79  C8 1.531, S10 1.828, H14 1.079, H15 1.073
10 S 0.64 -2.62 -1.83  C9 1.828, H16 1.337
11 H 0.08 -4.87 -3.82  C8 1.100
12 H 0.70 -3.58 -4.46  C8 1.095
13 H -1.11 -4.07 -4.79  C8 1.085
14 H -1.44 -2.43 -3.01  C9 1.079
15 H -1.25 -4.01 -2.20  C9 1.073
16 H 0.19 -3.08 -0.66  S10 1.337

Results
Kohn-Sham gap = 9.35 eV
total charge = 0
HOMO = -8.67 eV
SMILES = CCS.CSS
E_LUMO = 0.679 eV

(3)
Computed, not measured: 2 unconnected molecules or ions with the total composition C3H10S3, with ωB97M-V/def2-TZVPD.

Each atom is followed by the atoms it is bonded to, with distances in Å.
Positions of all 16 atoms, in Å:
1 C 1.67 1.07 1.19  S2 1.817, H4 1.096, H5 1.084, H6 1.088
2 S 2.38 0.94 -0.48  C1 1.817, S3 2.053
3 S 0.92 0.06 -1.62  S2 2.053, H7 1.329
4 H 2.46 1.62 1.73  C1 1.096
5 H 0.67 1.44 1.41  C1 1.084
6 H 1.71 0.08 1.64  C1 1.088
7 H -0.04 0.97 -1.70  S3 1.329
8 C -2.24 -0.96 2.16  S9 1.818, H11 1.086, H12 1.093, H13 1.091
9 S -1.78 -0.20 0.57  C8 1.818, C10 1.846
10 C -2.17 -1.56 -0.61  S9 1.846, H14 1.087, H15 1.088, H16 1.087
11 H -3.21 -1.45 2.09  C8 1.086
12 H -1.44 -1.59 2.55  C8 1.093
13 H -2.38 -0.20 2.93  C8 1.091
14 H -2.87 -2.28 -0.19  C10 1.087
15 H -1.25 -2.09 -0.82  C10 1.088
16 H -2.56 -1.03 -1.48  C10 1.087

Results
Kohn-Sham gap = 9.01 eV
total charge = 0
HOMO = -8.36 eV
SMILES = CSC.CSS
E_LUMO = 0.648 eV

(4)
Computed, not measured: 2 unconnected molecules or ions with the total composition C3H10S3Si, with ωB97M-V/def2-TZVPD.

Each atom is followed by the atoms it is bonded to, with distances in Å.
Positions of all 17 atoms, in Å:
1 C -2.66 1.01 0.95  Si4 1.913, H8 1.068, H9 1.104, H10 1.051
2 C -1.08 -0.75 -1.37  Si4 1.939, H11 1.166, H12 1.085, H13 1.176
3 C 2.24 0.03 -0.38  S5 1.712, S6 1.721, H14 0.982
4 Si -1.14 -0.02 0.42  C1 1.913, C2 1.939, S7 2.080, H15 1.439
5 S 3.71 0.90 -0.46  C3 1.712, H16 1.299
6 S 2.27 -1.50 0.41  C3 1.721, H17 1.329
7 S 0.31 1.44 0.75  Si4 2.080
8 H -2.68 1.79 0.23  C1 1.068
9 H -3.59 0.42 0.86  C1 1.104
10 H -2.53 1.36 1.93  C1 1.051
11 H -0.65 -1.83 -1.33  C2 1.166
12 H -2.03 -0.89 -1.87  C2 1.085
13 H -0.53 -0.19 -2.25  C2 1.176
14 H 1.67 0.12 -1.17  C3 0.982
15 H -0.66 -1.15 1.17  Si4 1.439
16 H 4.24 0.58 0.68  S5 1.299
17 H 3.11 -1.32 1.43  S6 1.329

Results
Kohn-Sham gap (spin up / spin down) = 7.14 / 7.15 eV
total charge = 0
HOMO (spin up / spin down) = -8.18 / -8.18 eV
E_LUMO (spin up / spin down) = -1.034 / -1.033 eV

Short version: energy relative to the best compared isomer or geometry (same formula, charge and spin) = 1.129; 0.666; 0.505; 0.992 eV, in the order given.
Short version: electronic energy = -916.622449; -1314.823629; -1314.829543; -1604.280230 Eh, in the order given.
Short version: M = 110.25; 142.31; 142.31; 170.40 g mol⁻¹, in the order given.